Record 1
Below is 11 unconnected molecules or ions with the total composition C41H110F3N10O13S, with properties calculated with wB97M-V/def2-TZVPD.

ORCA input file:
```
! wB97M-V def2-TZVPD RIJCOSX def2/J DEFGRID3
* xyz -1 1
C -5.38 -0.37 1.59
C 1.56 -5.91 -2.15
H -6.04 -1.67 3.94
C 2.72 3.19 -1.40
C 4.41 -0.81 2.69
H 1.02 2.39 -2.54
C 3.79 3.61 5.96
H -0.17 5.81 0.02
H 2.46 -2.35 1.35
C -2.87 -3.09 -3.36
N -2.31 3.75 3.21
H 5.20 -1.85 -0.30
C -0.07 -1.74 -8.24
H 5.93 -1.85 1.15
H -2.04 8.21 -0.02
H -0.64 4.98 3.25
H 0.43 -3.67 -0.93
H -2.59 4.14 -0.37
H -2.79 -7.80 -5.80
F -0.03 -0.46 -1.77
H 1.43 -2.67 -2.01
H 3.84 0.04 3.07
H 5.69 0.76 4.53
H -0.67 4.36 -3.67
C -2.26 6.11 -0.40
H -6.41 -2.99 2.81
H 0.91 -6.14 -1.29
H 5.06 2.23 7.04
N 0.86 -2.85 -8.43
H 2.49 -1.33 -0.07
N -2.78 -5.64 -7.32
O -1.72 1.84 -0.93
C 1.42 -3.54 4.08
H -6.41 -0.48 1.94
H 0.70 -4.12 3.50
H 2.10 -5.31 -4.60
H -1.71 0.08 3.15
H -3.04 5.59 5.07
C -5.64 -2.57 3.47
C 2.07 2.15 -2.34
C -3.24 -5.66 -5.93
H 3.16 3.15 2.22
C 2.59 2.96 -4.46
O 5.79 -0.50 2.87
H 7.18 -0.16 4.35
H 1.15 2.88 -0.11
H 5.74 -0.97 4.90
C 0.89 -6.36 -3.44
H 1.46 3.03 2.15
H -0.39 6.91 -1.28
H -1.01 -0.55 -6.72
H 1.90 -0.37 -4.54
H -2.38 -1.27 3.62
H -0.72 6.12 -3.61
H -6.24 -0.40 -0.32
C -0.45 -2.39 4.98
C -4.62 -1.68 1.52
H 0.34 -0.88 -8.78
H -3.64 -1.53 1.07
H 5.41 3.90 7.38
H 3.05 3.90 -4.14
H -2.15 7.19 1.42
H -0.08 -5.86 -3.55
H -1.97 4.69 1.00
C 0.51 -7.86 -3.31
C -0.90 -0.60 -0.75
H 4.17 -1.71 3.27
C -2.55 7.36 0.42
H -0.70 -2.23 -6.24
H 0.06 4.57 5.49
H 1.52 3.18 -4.63
H -3.37 -3.51 -5.90
H -1.81 -4.06 -5.46
H 1.89 4.01 6.41
H 2.93 2.70 -5.47
C -0.29 -1.37 -6.77
O 0.81 -3.00 5.22
F -2.01 -1.15 -1.26
H 1.41 -8.44 -3.08
H -2.88 6.16 -1.30
H -4.57 0.21 3.40
C -5.54 0.27 0.21
H -3.03 -4.76 -7.77
C 5.10 3.22 6.58
H 0.08 -8.20 -4.25
H 1.93 -2.81 3.44
H -1.16 -3.14 4.62
H 2.43 -6.54 -1.93
H 3.45 1.66 4.95
C 0.92 -3.63 -1.91
C -0.72 3.88 5.13
H 5.92 3.26 5.86
H 0.97 4.20 -1.00
O 0.97 -0.98 -6.26
H 0.42 0.32 5.33
H -3.26 -6.32 -7.90
O -3.28 -4.29 -3.98
H -0.82 2.02 7.10
H -1.78 3.11 2.62
H 2.42 1.64 2.67
H -2.72 -6.93 -4.23
H 0.52 -1.37 -4.21
C 0.61 -0.13 4.36
C -0.40 -1.22 4.02
H 3.89 4.65 5.61
O 2.78 1.92 -3.55
H -3.42 -2.21 -3.72
H 3.41 1.86 0.04
C 4.12 -0.95 1.20
H 1.53 -2.90 -7.66
H 4.56 2.07 -1.22
C -1.38 4.61 3.97
H -0.11 3.59 7.59
H -1.76 3.10 8.10
H -3.69 0.55 2.12
H -1.26 -2.51 -9.88
H -5.08 -2.42 0.84
N 2.71 3.74 6.95
H -1.45 -6.72 -5.47
C 3.47 2.74 4.74
C 6.11 -0.20 4.20
C -1.40 -2.10 -8.88
O -2.07 0.74 1.21
N 1.61 -6.21 -4.71
H 1.96 1.20 -1.81
C 0.90 -0.61 -4.91
H -2.55 6.42 3.62
H -3.13 -3.07 -2.30
H 0.17 -3.69 -2.70
C 2.31 2.72 2.77
H 4.34 3.36 0.06
H -3.61 7.58 0.50
H -2.13 5.13 -3.20
O -4.45 -2.31 2.77
O 2.28 3.16 4.11
H -0.19 2.98 4.81
O 1.95 -4.56 -2.18
O 0.19 1.38 0.54
H 0.31 0.30 -4.79
C -0.79 5.98 -0.85
H 0.61 0.67 3.62
C -1.03 3.09 7.29
H -1.90 -2.84 -8.25
H -1.81 -2.86 -3.50
N -1.71 -0.55 3.95
C 3.86 2.63 -0.59
H -2.77 3.16 3.90
H -0.18 -1.59 3.01
H -4.32 -5.78 -5.81
N 1.68 3.69 -0.46
C -2.17 5.82 4.45
H -5.46 -3.34 4.22
O -1.67 3.62 6.15
O -0.53 4.95 -1.81
H 2.20 -4.21 4.44
N -2.69 4.89 0.30
H 1.64 -0.51 4.41
H 4.36 0.04 0.79
H 4.32 2.89 4.06
H -1.55 6.54 4.99
F -0.35 -1.51 0.07
C -1.04 5.21 -3.08
C -2.87 -4.31 -5.33
H -6.03 1.25 0.21
C 2.67 -1.33 1.01
S -1.16 1.03 0.12
H -0.86 -2.10 5.95
H 2.93 4.11 -1.95
H -2.13 -1.29 -8.84
H -4.62 0.39 -0.36
H 2.50 2.81 7.33
H 2.42 -6.84 -4.60
N 5.03 -2.00 0.69
H 1.97 -0.62 1.45
N -4.66 0.59 2.45
C -2.51 -6.87 -5.30
H -0.20 -8.08 -2.52
H 0.35 -3.73 -8.32
*
```

Calculated values
Total energy: -3851.5291 hartree
Orbital gap: 8.69 eV
HOMO level: -6.46 eV

Atom charges from the Mulliken analysis, given in e for atoms 1 to 99: number 1, C, carries 0.463; number 2, C, carries -1.073; number 3, H, carries 0.289; number 4, C, carries 0.405; number 5, C, carries -0.026; number 6, H, carries 0.431; number 7, C, carries 0.384; number 8, H, carries 0.153; number 9, H, carries 0.470; number 10, C, carries -0.473; number 11, N, carries -0.505; number 12, H, carries 0.290; number 13, C, carries 0.435; number 14, H, carries 0.311; number 15, H, carries 0.393; number 16, H, carries 0.287; number 17, H, carries 0.261; number 18, H, carries 0.329; number 19, H, carries 0.451; number 20, F, carries 0.034; number 21, H, carries -0.185; number 22, H, carries -0.381; number 23, H, carries 0.089; number 24, H, carries 0.200; number 25, C, carries 0.525; number 26, H, carries 0.344; number 27, H, carries 0.389; number 28, H, carries 0.352; number 29, N, carries -0.762; number 30, H, carries -0.019; number 31, N, carries -0.650; number 32, O, carries -0.822; number 33, C, carries -0.404; number 34, H, carries 0.359; number 35, H, carries 0.312; number 36, H, carries 0.328; number 37, H, carries -0.056; number 38, H, carries 0.289; number 39, C, carries -0.817; number 40, C, carries 0.263; number 41, C, carries 0.308; number 42, H, carries 0.588; number 43, C, carries -0.724; number 44, O, carries -0.494; number 45, H, carries 0.346; number 46, H, carries 0.080; number 47, H, carries 0.320; number 48, C, carries 1.243; number 49, H, carries -0.196; number 50, H, carries 0.534; number 51, H, carries 0.393; number 52, H, carries 0.373; number 53, H, carries 0.181; number 54, H, carries 0.340; number 55, H, carries 0.460; number 56, C, carries -1.114; number 57, C, carries 0.053; number 58, H, carries 0.248; number 59, H, carries -0.370; number 60, H, carries 0.383; number 61, H, carries 0.320; number 62, H, carries 0.054; number 63, H, carries -0.289; number 64, H, carries -0.043; number 65, C, carries -1.756; number 66, C, carries -0.272; number 67, H, carries 0.494; number 68, C, carries -1.435; number 69, H, carries -0.276; number 70, H, carries 0.120; number 71, H, carries 0.168; number 72, H, carries 0.632; number 73, H, carries 0.007; number 74, H, carries 0.179; number 75, H, carries 0.342; number 76, C, carries 0.106; number 77, O, carries -0.400; number 78, F, carries -0.180; number 79, H, carries 0.456; number 80, H, carries 0.376; number 81, H, carries 0.409; number 82, C, carries -1.564; number 83, H, carries 0.158; number 84, C, carries -1.662; number 85, H, carries 0.425; number 86, H, carries -0.087; number 87, H, carries 0.443; number 88, H, carries 0.371; number 89, H, carries 0.116; number 90, C, carries 0.050; number 91, C, carries 0.067; number 92, H, carries 0.383; number 93, H, carries 0.324; number 94, O, carries -0.446; number 95, H, carries 0.296; number 96, H, carries 0.249; number 97, O, carries -0.440; number 98, H, carries 0.175; number 99, H, carries -0.212



Record 2
Below is 11 unconnected molecules or ions with the total composition C41H110N6O12, with properties calculated with wB97M-V/def2-TZVPD.

ORCA input file:
```
! wB97M-V def2-TZVPD RIJCOSX def2/J DEFGRID3
* xyz 0 1
H -7.36 6.65 5.95
H -8.73 11.92 -1.19
C -11.09 8.44 2.37
C -11.34 14.78 13.82
H -11.85 14.81 10.09
H -6.24 11.99 5.69
H -16.31 14.97 8.89
H -12.24 12.45 14.05
H -10.40 10.93 4.03
C -8.55 11.47 -0.22
H -7.81 11.32 7.73
H -11.15 9.52 2.52
C -9.66 13.98 7.61
C -9.32 5.59 5.95
H -14.85 14.09 5.57
H -15.25 6.50 5.62
H -22.16 10.31 3.67
H -9.63 13.26 10.32
H -4.99 16.47 1.72
O -11.15 13.67 12.93
C -14.14 15.00 8.55
H -15.30 14.83 2.71
H -13.99 10.88 12.48
H -13.53 8.06 4.65
C -14.21 7.47 4.04
H -3.71 15.56 0.95
C -8.57 3.95 7.52
H -10.07 11.95 8.24
H -10.30 5.13 6.09
C -12.17 10.85 5.32
N -7.87 7.49 6.18
C -15.56 14.46 8.29
H -18.43 10.19 3.21
H -12.69 5.96 5.99
C -4.63 15.46 1.53
H -12.63 16.49 9.97
H -4.87 12.87 1.40
C -20.52 8.88 4.85
H -12.76 5.06 4.49
H -13.78 7.13 3.10
H -13.19 13.22 12.80
H -15.40 15.98 4.10
N -7.64 12.38 0.53
O -13.82 14.87 9.96
H -8.14 10.67 4.54
O -18.02 10.42 5.20
H -12.57 10.00 0.68
H -21.56 8.80 5.16
H -15.68 12.81 9.62
C -12.38 11.92 10.54
H -13.65 9.08 1.70
O -11.84 8.17 1.15
H -20.58 10.87 5.32
H -5.35 11.81 4.19
H -10.47 6.13 1.06
H -10.15 5.88 2.74
C -8.02 12.70 3.78
H -16.81 14.47 6.70
C -10.22 7.89 6.64
H -12.34 15.21 13.74
H -13.35 14.49 8.00
H -16.70 12.65 8.14
O -8.34 4.59 6.24
H -12.09 13.86 0.82
H -16.02 15.82 6.77
C -13.78 14.53 4.00
H -9.81 11.25 1.60
H -9.27 5.84 4.89
C -14.74 15.49 3.38
C -9.05 6.87 6.75
H -20.04 8.70 5.81
H -12.39 12.23 1.24
O -5.63 14.71 0.87
H -12.23 15.96 4.21
H -12.91 9.97 13.15
H -10.44 10.57 0.11
H -15.10 8.03 3.73
N -8.70 8.11 3.09
H -14.17 16.30 2.93
C -10.80 11.46 4.90
C -18.81 10.73 4.08
H -8.20 10.44 -0.23
H -4.43 13.39 -0.24
O -10.57 12.64 0.28
H -8.81 12.58 3.04
H -15.99 5.87 3.63
H -11.20 7.54 6.97
H -8.41 9.08 3.08
C -16.69 10.93 5.19
H -8.25 7.87 5.33
C -12.74 11.41 6.62
C -12.67 15.47 10.36
N -15.89 14.82 6.91
H -8.77 5.85 1.70
C -12.10 11.58 11.98
O -7.16 10.57 2.85
H -7.89 3.11 7.68
H -18.90 11.80 3.85
H -8.05 13.30 0.49
H -8.57 11.92 10.21
H -11.17 13.22 2.17
H -14.11 16.06 8.28
H -9.00 14.82 7.79
C -12.64 15.15 4.82
O -8.22 12.15 7.48
C -9.24 12.66 8.26
C -8.82 12.85 9.71
C -6.07 11.32 4.85
C -7.41 11.28 4.03
H -9.95 8.82 7.14
H -13.51 8.59 0.00
H -9.31 8.29 1.07
H -10.56 15.54 13.70
H -13.59 11.98 4.51
H -8.38 13.24 4.66
H -9.56 3.51 7.51
H -12.81 12.49 6.53
H -10.06 11.47 5.70
H -13.28 14.04 3.16
H -7.95 13.50 9.80
H -10.91 12.50 4.62
H -11.70 12.69 10.19
H -8.95 6.61 7.80
H -13.64 4.46 5.88
O -14.38 13.63 4.88
C -12.23 12.76 13.01
H -12.10 11.12 9.85
C -11.59 12.96 1.19
H -12.63 15.57 11.44
H -7.29 13.29 3.23
H -6.45 12.70 -1.21
H -13.41 12.21 10.34
O -13.06 11.19 4.34
H -13.72 10.94 6.73
H -7.31 11.21 2.14
H -4.43 14.94 2.47
H -8.47 4.68 8.32
C -9.64 7.89 2.03
H -16.12 10.78 6.11
N -21.24 10.62 3.37
H -9.80 13.90 6.54
O -15.24 5.37 3.95
H -11.17 14.45 14.84
H -16.67 12.00 4.99
H -12.90 15.53 5.81
H -5.93 11.45 -0.13
H -10.41 8.25 5.62
H -11.09 11.19 12.06
C -15.75 12.98 8.54
H -16.16 10.41 4.39
C -5.24 13.32 0.48
H -15.04 12.29 8.09
C -14.55 6.21 4.84
C -13.36 5.38 5.35
C -6.35 12.45 -0.15
H -12.06 9.78 5.50
H -21.34 11.62 3.46
H -12.07 11.17 7.44
C -12.97 9.00 0.85
N -13.08 10.49 12.30
H -7.84 7.63 2.91
H -11.78 14.51 5.00
H -10.62 14.30 8.02
H -11.56 7.96 3.22
C -20.26 10.35 4.41
C -9.95 11.44 0.54
H -5.80 10.34 5.26
C -9.74 6.33 1.84
H -20.23 8.12 4.12
*
```

Calculated values
Total energy: -2859.3051 hartree
Structure (SMILES): COC[C@H](C)N.COC[C@H](C)N.COC[C@H](C)N.COC[C@H](C)N.COC[C@H](C)N.COCCNCCOC.CC(C)O.CC(C)O.CC(C)O.CC(C)O.CC(C)O
Orbital gap: 8.97 eV
HOMO level: -8.61 eV

Atom charges from the Mulliken analysis, given in e for atoms 1 to 99: number 1, H, carries 0.360; number 2, H, carries 0.606; number 3, C, carries 1.166; number 4, C, carries -0.899; number 5, H, carries 0.051; number 6, H, carries 0.292; number 7, H, carries 0.328; number 8, H, carries 0.398; number 9, H, carries -1.175; number 10, C, carries -1.442; number 11, H, carries 0.329; number 12, H, carries -0.698; number 13, C, carries -0.209; number 14, C, carries -0.468; number 15, H, carries -0.176; number 16, H, carries 0.303; number 17, H, carries 0.281; number 18, H, carries 0.252; number 19, H, carries 0.244; number 20, O, carries -0.270; number 21, C, carries -0.176; number 22, H, carries 0.432; number 23, H, carries 0.235; number 24, H, carries -0.371; number 25, C, carries -0.476; number 26, H, carries 0.290; number 27, C, carries -0.626; number 28, H, carries -0.563; number 29, H, carries 0.360; number 30, C, carries 1.972; number 31, N, carries -0.705; number 32, C, carries 0.540; number 33, H, carries 0.304; number 34, H, carries 0.053; number 35, C, carries -0.694; number 36, H, carries 0.490; number 37, H, carries 0.250; number 38, C, carries -1.469; number 39, H, carries 0.272; number 40, H, carries 0.530; number 41, H, carries 0.270; number 42, H, carries 0.303; number 43, N, carries -0.018; number 44, O, carries -0.441; number 45, H, carries -0.764; number 46, O, carries -0.388; number 47, H, carries -0.030; number 48, H, carries 0.458; number 49, H, carries 0.407; number 50, C, carries 0.054; number 51, H, carries 0.009; number 52, O, carries -0.484; number 53, H, carries 0.192; number 54, H, carries 0.278; number 55, H, carries 0.408; number 56, H, carries 0.225; number 57, C, carries -0.522; number 58, H, carries 0.241; number 59, C, carries -0.704; number 60, H, carries 0.367; number 61, H, carries -0.280; number 62, H, carries 0.523; number 63, O, carries -0.458; number 64, H, carries 0.375; number 65, H, carries 0.280; number 66, C, carries 1.559; number 67, H, carries -0.583; number 68, H, carries 0.059; number 69, C, carries -1.757; number 70, C, carries 0.599; number 71, H, carries 0.338; number 72, H, carries 0.219; number 73, O, carries -0.376; number 74, H, carries 0.581; number 75, H, carries 0.254; number 76, H, carries 0.279; number 77, H, carries 0.333; number 78, N, carries 0.454; number 79, H, carries 0.407; number 80, C, carries 2.209; number 81, C, carries -0.584; number 82, H, carries 0.417; number 83, H, carries 0.513; number 84, O, carries -0.519; number 85, H, carries 0.163; number 86, H, carries 0.338; number 87, H, carries 0.588; number 88, H, carries -0.408; number 89, C, carries -0.371; number 90, H, carries 0.139; number 91, C, carries -1.354; number 92, C, carries -0.309; number 93, N, carries -0.689; number 94, H, carries 0.459; number 95, C, carries 0.204; number 96, O, carries -0.766; number 97, H, carries 0.289; number 98, H, carries 0.254; number 99, H, carries 0.277